Here is a 3-piece molecular cluster, C4H14NO2S overall in a non-equilibrium geometry from the Open Molecules 2025 dataset. Energies are from wB97M-V/def2-TZVPD.

Gap between HOMO and LUMO (Eh): 0.2349
Energy above the lowest of the compared OMol25 structures with the same formula, charge and spin (eV): 0.853
E_HOMO (eV): -2.8
Charge: -1
E_LUMO (Ha): 0.134
Strongest force on any atom (eV Å⁻¹): 1.42

Atoms and positions in Å:
H  1.0111  0.1073  0.0517
O  1.2870  -0.6748  2.9040
H  -1.2204  -2.8432  1.5726
O  -1.3312  -1.9178  1.8432
H  -1.8612  0.8405  -0.0654
H  1.2338  3.8016  -0.0173
C  1.5426  2.7379  0.0856
H  -1.7710  -1.6235  1.0221
H  0.3163  -0.5679  2.7597
H  1.0719  2.5534  1.0516
S  -0.8012  -1.7638  -1.5144
H  0.4727  2.3466  -1.6666
H  -0.8056  0.5990  1.3753
H  -0.9715  2.1448  0.5540
N  1.0467  1.8736  -0.9799
H  -0.9543  0.4274  -2.2301
C  0.2590  0.6938  -0.4974
H  2.6297  2.6791  -0.0015
H  0.7587  -0.1679  -2.3749
H  1.5155  -1.1698  2.1155
C  -0.1275  -0.0907  -1.7570
C  -0.9150  1.0732  0.4103

Atomic partial charges in e from the Mulliken method, atoms 1 to 2:
1 H -0.027
2 O -0.682